Entry 1:
Entry from OMol25: a molecular structure, C39H35F5FeN7O2S4 (ωB97M-V with the def2-TZVPD basis set).

Properties
**Molecular weight**: 912.9 g/mol
**Total charge**: +2
**Frontier orbital gap (spin up / spin down)**: 6.598 / 6.626 eV
**Spin multiplicity**: 2
**ΔE to the lowest compared entry with this formula, charge and spin**: 7.08 kcal/mol

Structure (XYZ):
```
93
C39H35F5FeN7O2S4 (ωB97M-V with the def2-TZVPD basis set)
Fe 0.26 -1.34 -0.41
S -0.12 3.07 1.42
S 0.24 -3.78 -2.94
S -2.30 2.31 3.34
S 0.42 0.95 -2.65
F -2.81 -2.36 -1.24
F -2.25 -0.51 0.73
F -1.49 0.84 -0.77
F -2.10 -0.94 -2.72
F -3.75 -0.43 -1.43
O 1.00 0.12 -1.48
O 0.28 -2.71 -1.85
N -0.62 -2.57 0.92
N 2.48 -1.49 -0.27
N -2.17 -3.82 2.85
N -1.68 4.72 2.82
N 5.02 -0.47 -0.65
N 0.76 -0.56 1.27
N 1.68 3.42 6.92
C -0.14 4.86 -2.13
C 1.93 3.83 5.68
C 2.09 4.37 -1.33
C -2.59 -1.06 -1.48
C 2.90 -0.39 0.39
C 1.43 1.69 4.74
C 1.07 5.28 -1.58
C -1.59 -0.48 -0.46
C 1.31 2.15 7.08
C -1.20 -3.74 0.68
C 1.91 3.03 -1.65
C 4.17 0.11 0.18
C -0.33 3.52 -2.44
C 1.16 1.26 6.04
C 1.26 0.81 3.57
C -3.19 -5.79 -2.84
C 0.62 -1.51 -4.61
C 1.93 0.07 1.40
C 0.20 -0.10 3.51
C 1.69 0.70 -3.89
C 1.83 3.01 4.56
C 4.62 -1.58 -1.26
C -1.31 3.48 2.49
C -3.58 -3.92 -4.31
C -2.90 4.88 3.60
C 1.88 -0.79 -4.13
C 0.70 2.63 -2.21
C -1.44 -4.21 -3.29
C -2.28 -3.49 -4.13
C 3.34 -2.09 -1.08
C -1.96 -4.36 1.66
C 0.77 -3.03 -4.52
C 0.01 -0.81 2.34
C -3.02 3.60 4.42
C -0.80 -2.02 2.13
C 2.19 0.81 2.53
C -1.88 -5.37 -2.66
C -4.04 -5.06 -3.66
C -1.58 -2.65 3.09
H 4.51 1.01 0.68
H -0.93 5.58 -2.32
H -2.83 5.75 4.24
H -3.76 4.99 2.93
H 3.02 4.70 -0.90
H -2.43 -5.32 1.46
H 2.22 -1.24 -3.19
H -2.43 3.65 5.34
H -1.20 -5.95 -2.05
H 1.12 1.84 8.10
H 2.61 1.16 -3.53
H 3.13 1.34 2.65
H -4.05 3.35 4.65
H 2.23 4.87 5.57
H -1.74 -2.20 4.06
H -0.45 -0.24 4.36
H 2.68 -0.93 -4.86
H 0.19 -3.56 -5.27
H 0.87 0.23 6.24
H 1.36 1.24 -4.78
H 2.01 3.41 3.57
H 2.70 2.31 -1.46
H -1.06 -4.18 -0.30
H -1.24 5.49 2.35
H -3.54 -6.69 -2.36
H 5.33 -2.08 -1.91
H 1.81 -3.33 -4.63
H -1.94 -2.60 -4.64
H 3.00 -2.98 -1.59
H 1.21 6.32 -1.34
H -1.27 3.18 -2.85
H -0.26 -1.19 -4.05
H 0.42 -1.25 -5.65
H -4.25 -3.37 -4.97
H -5.06 -5.39 -3.81
```

These are the Mulliken partial charges, in e, on atoms 1 to 8:
1. Fe 0.5203
2. S 0.0037
3. S 0.2299
4. S 0.0272
5. S 0.4040
6. F -0.2270
7. F -0.2952
8. F -0.1454

***

Entry 2:
Entry from OMol25: a molecular structure, C39H35N7O7P3Pb (ωB97M-V with the def2-TZVPD basis set).

Properties
**Molecular weight**: 1013.9 g/mol
**Total charge**: -1
**Frontier orbital gap**: 6.452 eV
**Spin multiplicity**: 1
**ΔE to the lowest compared entry with this formula, charge and spin**: 31.67 kcal/mol

Structure (XYZ):
```
92
C39H35N7O7P3Pb (ωB97M-V with the def2-TZVPD basis set)
Pb 0.02 -0.21 -0.29
P 2.18 -0.67 1.86
P 2.82 -1.96 -1.77
P 3.06 1.05 -1.50
O 3.51 -2.86 -2.72
O 3.58 1.20 -0.10
O 1.32 -1.88 -1.71
O 1.65 1.42 -1.80
O 4.04 1.87 -2.50
O 3.34 -2.33 -0.26
O 3.38 -0.46 -2.03
N -2.11 -1.47 -1.20
N -2.85 2.82 -2.58
N -1.62 -0.76 1.49
N -1.24 1.50 -1.87
N 1.76 0.71 2.86
N -9.08 5.29 -3.58
N 0.14 1.77 1.50
C -3.29 -3.91 -3.60
C -5.19 2.96 -1.94
C 0.25 -4.20 2.60
C 6.34 -1.26 3.90
C 5.20 -1.14 4.67
C -4.39 4.22 -3.83
C -2.53 1.70 -1.87
C 3.96 -0.98 4.05
C -4.15 3.33 -2.79
C -3.50 -1.84 2.21
C 0.16 -3.02 4.69
C 1.28 -2.01 2.79
C -2.27 -3.19 -2.99
C -0.64 3.97 2.06
C -1.78 -0.55 2.81
C -6.71 4.34 -3.19
C -2.49 -1.75 -2.58
C -1.85 -5.82 -3.81
C 0.85 -1.96 4.12
C -6.46 3.45 -2.15
C -8.03 4.87 -3.40
C 0.95 -3.14 2.04
C -1.65 3.33 -3.06
C -0.65 2.82 1.29
C 5.00 -1.07 1.91
C 1.01 1.81 2.52
C -1.03 -3.79 -2.79
C -0.13 -4.15 3.94
C 6.24 -1.23 2.52
C 1.10 2.96 3.34
C -2.92 -1.19 3.30
C 0.28 4.03 3.11
C -0.67 2.51 -2.60
C -5.66 4.73 -4.03
C -0.83 -5.10 -3.20
C -2.89 -1.87 -0.26
C -2.68 -1.55 1.11
C -3.09 -5.22 -4.01
C 3.84 -0.94 2.66
H 4.94 1.56 -2.33
H -3.24 1.05 -1.39
H 5.26 -1.16 5.75
H -0.23 -3.23 -2.34
H -0.01 -5.06 2.00
H -5.01 2.29 -1.11
H -3.25 -1.20 4.33
H 3.09 -0.91 4.68
H -7.27 3.16 -1.49
H -1.69 -6.84 -4.14
H 1.01 -1.07 4.71
H 1.22 -3.17 0.99
H -5.85 5.42 -4.84
H -0.16 -2.96 5.72
H 0.40 2.56 -2.70
H -0.66 -4.98 4.38
H -3.54 -1.49 -2.74
H -3.80 -2.45 -0.49
H -4.26 -3.44 -3.76
H 0.35 4.91 3.73
H 2.48 0.94 3.53
H 4.94 -1.00 0.83
H -1.09 0.08 3.35
H -4.40 -2.43 2.20
H -1.31 4.78 1.85
H -1.88 -1.10 -3.21
H -3.59 4.51 -4.50
H -1.33 2.73 0.46
H 7.13 -1.33 1.91
H -1.60 4.24 -3.64
H 0.15 -5.55 -3.06
H 4.13 -2.88 -0.37
H -3.88 -5.76 -4.50
H 7.31 -1.38 4.38
H 1.83 2.97 4.14
```

These are the Mulliken partial charges, in e, on atoms 1 to 8:
1. Pb 2.8954
2. P -0.0796
3. P 0.6087
4. P 0.1946
5. O -0.8945
6. O -0.6744
7. O -0.4495
8. O -0.3705